[1]
{
  "formula": "C10H7NO2",
  "method": "wB97M-V/def2-TZVPD",
  "species": ["O", "C", "C", "C", "O", "C", "C", "C", "C", "N", "C", "C", "C", "H", "H", "H", "H", "H", "H", "H"],
  "xyz": [[1.79000, 0.58106, -3.02109], [0.93847, 0.91597, -2.16857], [0.61168, -0.00179, -1.03407], [1.58063, -0.82919, -0.71620], [2.69223, -1.15191, -1.44110], [1.44868, -1.59120, 0.42179], [0.53272, -1.34803, 1.42056], [-0.49394, -0.37405, 1.17909], [-1.46598, -0.13621, 2.13853], [-2.55567, 0.82503, 2.12074], [-2.56742, 1.27826, 0.70619], [-1.62697, 1.06243, -0.25785], [-0.47185, 0.29005, -0.06682], [0.48908, 2.13942, -2.43270], [2.65297, -0.33272, -2.18035], [2.17560, -2.44043, 0.44624], [0.44921, -1.86159, 2.43418], [-1.32524, -0.68643, 3.13977], [-3.44908, 1.81945, 0.37054], [-1.40512, 1.84189, -1.05889]],
  "e_homo_ev": -9.17,
  "e_tot_ha": -590.39323,
  "molar_mass_g_mol": 173.17,
  "e_above_lowest_ev": 2.985,
  "smiles": "O=Cc1c(O)ccc2cnccc12",
  "max_force_ev_per_a": 7.303,
  "lumo_energy_ev": -0.66,
  "charge": 0
}


[2]
{
  "formula": "C10H7OP",
  "method": "wB97M-V/def2-TZVPD",
  "species": ["C", "C", "P", "O", "C", "C", "C", "C", "C", "C", "C", "C", "H", "H", "H", "H", "H", "H", "H"],
  "xyz": [[3.34405, 2.23520, -0.97372], [3.14218, 1.17429, -0.39533], [2.47388, -0.18574, 0.54415], [2.89540, -0.21431, 1.93702], [2.96484, -1.60772, -0.39739], [2.90792, -2.66553, -1.01812], [0.31488, -0.16558, 0.22854], [-0.11533, -1.51538, 0.44254], [-1.43505, -1.72871, 0.52247], [-2.35416, -0.69951, 0.32623], [-1.87387, 0.58915, 0.28238], [-0.54731, 0.88390, 0.15790], [3.87972, 3.09309, -1.14861], [2.73295, -3.58210, -1.42221], [0.66948, -2.25326, 0.81269], [-1.75990, -2.79745, 0.60414], [-3.45444, -0.86527, 0.63158], [-2.58540, 1.42762, 0.24389], [-0.23430, 1.89394, 0.16361]],
  "e_homo_ev": -9.65,
  "e_tot_ha": -801.67113,
  "molar_mass_g_mol": 174.14,
  "e_above_lowest_ev": 0.687,
  "smiles": "C#CP(=O)(C#C)c1ccccc1",
  "max_force_ev_per_a": 4.856,
  "lumo_energy_ev": 0.24,
  "charge": 0
}


[3]
{
  "formula": "C10H8Br2",
  "method": "wB97M-V/def2-TZVPD",
  "species": ["C", "C", "C", "C", "C", "C", "C", "C", "C", "C", "Br", "Br", "H", "H", "H", "H", "H", "H", "H", "H"],
  "xyz": [[-2.07026, 2.11703, -0.35325], [-0.90511, 2.86648, -0.25712], [-2.11344, 0.74733, -0.08988], [0.34206, 2.14739, -0.10673], [-0.88999, 0.07889, 0.01181], [0.26606, 0.75981, 0.09247], [-0.75538, -1.42791, 0.13584], [0.47054, -1.87716, 0.24375], [1.48360, -0.15027, 0.11926], [1.38562, -3.03129, 0.29897], [2.64602, -0.04891, 1.60263], [2.46436, -0.21039, -1.48275], [-2.96333, 2.73678, -0.30993], [-0.75234, 4.03732, -0.39437], [-3.00900, 0.21964, -0.29893], [1.35693, 2.65345, -0.04435], [-1.77459, -1.78594, 0.17747], [1.95676, -3.18224, 1.20677], [1.94767, -2.72388, -0.60078], [0.91384, -3.92613, 0.04911]],
  "e_homo_ev": -8.84,
  "e_tot_ha": -5533.78622,
  "molar_mass_g_mol": 287.98,
  "e_above_lowest_ev": 1.421,
  "max_force_ev_per_a": 4.353,
  "lumo_energy_ev": 0.66,
  "charge": 0
}


[4]
{
  "formula": "C10H8Cl2",
  "method": "wB97M-V/def2-TZVPD",
  "species": ["C", "C", "C", "C", "Cl", "Cl", "C", "C", "C", "C", "C", "C", "H", "H", "H", "H", "H", "H", "H", "H"],
  "xyz": [[0.60148, -2.34339, -0.85820], [1.02921, -1.98951, 0.32923], [1.04607, -0.66278, 0.87021], [1.77536, -0.35229, 2.00240], [3.06058, -1.39700, 2.58563], [1.78984, 1.14263, 2.74478], [0.06224, 0.20836, 0.17717], [-1.21092, -0.23871, -0.17394], [-2.12574, 0.57155, -0.81492], [-1.81582, 1.91542, -1.10867], [-0.55316, 2.38196, -0.74678], [0.34945, 1.55309, -0.14526], [0.46363, -3.42734, -1.09757], [0.03476, -1.67612, -1.45383], [1.66774, -2.71790, 0.98117], [-1.38892, -1.27938, 0.20273], [-3.03935, 0.18937, -1.02288], [-2.61255, 2.66111, -1.54292], [-0.39203, 3.47693, -0.94553], [1.25813, 1.98400, 0.01718]],
  "e_homo_ev": -8.38,
  "e_tot_ha": -1306.16208,
  "molar_mass_g_mol": 199.08,
  "smiles": "C=CC(=C(Cl)Cl)c1ccccc1",
  "max_force_ev_per_a": 4.585,
  "lumo_energy_ev": 0.07,
  "charge": 0
}


[5]
{
  "formula": "C10H8Cl2F4O",
  "method": "wB97M-V/def2-TZVPD",
  "species": ["O", "C", "C", "C", "C", "F", "F", "Cl", "C", "F", "F", "Cl", "C", "C", "C", "C", "C", "H", "H", "H", "H", "H", "H", "H", "H"],
  "xyz": [[2.41987, -0.68072, 1.93950], [1.69223, -0.37519, 0.99945], [0.39559, 0.37637, 0.99531], [-0.15379, 1.25166, 1.95359], [-1.51680, 1.94141, 1.81930], [-2.42375, 1.20130, 1.13612], [-2.05169, 2.20120, 3.04720], [-1.23686, 3.50323, 0.98511], [0.72101, 1.65148, 3.16836], [0.38246, 2.86844, 3.68127], [2.03651, 1.80117, 2.87794], [0.53057, 0.45496, 4.43834], [-0.13478, 0.08289, -0.39206], [0.65214, 0.89455, -1.44396], [2.03391, 0.17767, -1.37234], [1.84405, -0.96588, -0.39594], [0.39885, -1.31073, -0.64376], [-1.22000, 0.10247, -0.51281], [0.21338, 0.82428, -2.42750], [0.79885, 1.96197, -1.17267], [2.32061, -0.12686, -2.37977], [2.76458, 0.88102, -0.96763], [2.55401, -1.77429, -0.45598], [0.00835, -2.08431, 0.04345], [0.20013, -1.62866, -1.69108]],
  "e_homo_ev": -9.94,
  "e_tot_ha": -1780.91778,
  "molar_mass_g_mol": 291.07,
  "e_above_lowest_ev": 0.000,
  "smiles": "O=C1C(=C(C(F)(F)Cl)C(F)(F)Cl)[C@H]2CC[C@@H]1C2",
  "max_force_ev_per_a": 3.815,
  "lumo_energy_ev": -1.00,
  "charge": 0
}


[6]
{
  "formula": "C10H8FI",
  "method": "wB97M-V/def2-TZVPD",
  "species": ["C", "C", "C", "C", "C", "C", "C", "C", "C", "C", "F", "I", "H", "H", "H", "H", "H", "H", "H", "H"],
  "xyz": [[-1.43204, -2.01618, 0.01701], [-0.24093, -2.70708, 0.25054], [-1.51724, -0.65118, -0.31827], [0.95375, -2.02224, 0.09226], [-0.31336, 0.02927, -0.33558], [0.90735, -0.63655, -0.07080], [0.62265, 2.50357, 0.32819], [-0.01532, 1.45498, -0.71174], [1.47658, 1.58866, -0.56285], [2.01017, 0.24297, -0.16191], [2.02651, -0.39734, 2.45527], [4.02379, -0.11315, -0.14953], [-2.32049, -2.66680, -0.14539], [-0.22213, -3.76154, 0.30879], [-2.33222, -0.12203, -0.50198], [1.80950, -2.55326, 0.42277], [0.72866, 3.61376, 0.32230], [0.59079, 2.08212, 1.29168], [-0.61789, 1.89166, -1.46675], [2.15933, 2.10366, -1.19600]],
  "e_homo_ev": [-8.21, -8.20],
  "e_tot_ha": -783.23815,
  "molar_mass_g_mol": 274.08,
  "max_force_ev_per_a": 5.289,
  "lumo_energy_ev": [-2.10, -2.10],
  "charge": 0
}


[7]
{
  "formula": "C10H8N2",
  "method": "wB97M-V/def2-TZVPD",
  "species": ["C", "C", "C", "C", "C", "C", "C", "C", "C", "C", "N", "N", "H", "H", "H", "H", "H", "H", "H", "H"],
  "xyz": [[5.58395, -0.33218, -0.65304], [4.77744, 0.52626, -0.26260], [-1.60925, -1.79619, 0.00440], [-0.23216, -1.77081, 0.08414], [-2.32477, -0.61079, -0.04511], [-0.28408, 0.63539, 0.01741], [0.44891, -0.55135, 0.10616], [-1.66755, 0.61606, -0.05365], [1.88617, -0.55763, 0.20966], [-2.44257, 1.89757, -0.12837], [3.77093, 0.77530, 0.50183], [2.57980, 0.50228, 0.33689], [-2.13453, -2.73911, -0.01602], [0.33201, -2.68942, 0.13260], [-3.40489, -0.63703, -0.08029], [0.24356, 1.57851, 0.00617], [2.39165, -1.52475, 0.25640], [-3.39709, 1.74143, -0.62538], [-2.63683, 2.27909, 0.87387], [-1.88069, 2.65735, -0.66507]],
  "e_homo_ev": [-8.97, -8.97],
  "e_tot_ha": -495.13708,
  "molar_mass_g_mol": 156.19,
  "e_above_lowest_ev": 6.316,
  "max_force_ev_per_a": 3.250,
  "lumo_energy_ev": [-1.58, -1.58],
  "charge": 0
}


[8]
{
  "formula": "C10H8N5O10",
  "method": "wB97M-V/def2-TZVPD",
  "species": ["C", "C", "O", "C", "C", "N", "O", "O", "O", "H", "H", "H", "H", "H", "H", "O", "N", "O", "C", "C", "C", "N", "O", "O", "C", "C", "N", "O", "O", "N", "C", "H", "H"],
  "xyz": [[-3.56710, -0.82492, 3.36328], [-2.40719, 0.13879, 3.29200], [-1.22731, -0.57773, 2.83937], [-0.17701, 0.26366, 2.65642], [0.98254, -0.44145, 2.02601], [2.15864, -0.34989, 2.85923], [3.11871, -1.11731, 2.52945], [2.19945, 0.41257, 3.83869], [-0.18532, 1.44146, 2.94715], [-4.49494, -0.26220, 3.48170], [-3.66448, -1.42487, 2.45184], [-3.49725, -1.47742, 4.24370], [-2.57154, 0.93599, 2.55817], [-2.25246, 0.59626, 4.28007], [0.86040, -1.46284, 1.64926], [6.25704, -1.43587, -2.76073], [5.07743, -1.82298, -2.82255], [4.71657, -2.73626, -3.60256], [4.04388, -1.26591, -1.95730], [2.76091, -1.81539, -1.95094], [1.73089, -1.32424, -1.12000], [0.37502, -1.82193, -1.30435], [0.11597, -2.64011, -2.20923], [-0.50983, -1.37383, -0.54302], [1.95240, -0.29182, -0.19650], [3.18839, 0.29616, -0.26421], [3.66283, 1.48202, 0.35723], [3.12444, 2.29369, 1.07085], [4.92548, 1.72451, -0.19495], [5.32021, 0.70481, -1.01480], [4.27478, -0.16056, -1.04775], [2.53033, -2.63348, -2.62139], [1.18301, 0.05464, 0.56105]],
  "e_homo_ev": -4.87,
  "e_tot_ha": -1411.63254,
  "molar_mass_g_mol": 358.20,
  "e_above_lowest_ev": 0.802,
  "max_force_ev_per_a": 3.565,
  "lumo_energy_ev": 0.76,
  "charge": -1
}


[9]
{
  "formula": "C10H8O2",
  "method": "wB97M-V/def2-TZVPD",
  "species": ["O", "C", "C", "C", "C", "C", "C", "C", "C", "C", "C", "O", "H", "H", "H", "H", "H", "H", "H", "H"],
  "xyz": [[-3.47730, 0.11721, 0.34471], [-2.30547, -0.12036, 0.33658], [-1.99004, -1.56474, 0.00514], [-0.69972, -1.87607, -0.13697], [0.37940, -0.90081, -0.02457], [1.77951, -1.21450, -0.06647], [2.82327, -0.33094, 0.17021], [2.43709, 1.10740, 0.27964], [1.05704, 1.45748, -0.14936], [0.05692, 0.43205, -0.08898], [-1.30064, 0.78864, -0.11087], [-1.59047, 2.16754, -0.22695], [-3.64328, 1.08012, -0.01201], [-2.77699, -2.22363, -0.11776], [-0.32172, -2.94454, -0.43130], [2.11933, -2.20872, -0.54581], [3.82914, -0.83516, 0.52117], [3.25705, 1.89541, 0.77728], [0.96781, 2.56525, 0.00420], [-0.60091, 2.60837, -0.52789]],
  "e_homo_ev": -7.47,
  "e_tot_ha": -536.19112,
  "molar_mass_g_mol": 160.17,
  "e_above_lowest_ev": 4.536,
  "smiles": "Oc1ccc2ccccc2c1O",
  "max_force_ev_per_a": 12.125,
  "lumo_energy_ev": 0.35,
  "charge": 0
}


[10]
{
  "formula": "C10H8O2",
  "method": "wB97M-V/def2-TZVPD",
  "species": ["C", "C", "C", "C", "O", "C", "C", "C", "C", "C", "C", "O", "H", "H", "H", "H", "H", "H", "H", "H"],
  "xyz": [[0.89049, 2.51482, 2.13974], [0.63579, 1.20277, 1.14177], [1.89584, 0.45850, 0.99262], [1.54631, -0.81218, 0.34070], [2.17306, -1.95176, 0.67043], [0.35017, -0.77852, -0.50864], [-0.05460, -1.85933, -1.21157], [-1.25099, -1.92283, -2.08607], [-2.34653, -1.10434, -1.86566], [-2.09234, -0.09159, -0.84777], [-0.82833, 0.09733, -0.30055], [-0.47072, 1.27434, 0.44958], [0.30009, 2.53700, 2.97698], [0.59583, 3.47581, 1.72701], [2.04658, 2.43494, 2.42916], [3.07488, 0.70266, 1.39390], [0.62209, -2.81632, -1.39923], [-1.08465, -2.63075, -3.15575], [-3.36945, -1.52172, -2.37773], [-2.63351, 0.79117, -0.50892]],
  "e_homo_ev": -8.83,
  "e_tot_ha": -536.13871,
  "molar_mass_g_mol": 160.17,
  "e_above_lowest_ev": 5.962,
  "smiles": "Cc1cc(=O)c2ccccc2o1",
  "max_force_ev_per_a": 7.958,
  "lumo_energy_ev": -0.20,
  "charge": 0
}


[11]
{
  "formula": "C10H8O2",
  "method": "wB97M-V/def2-TZVPD",
  "species": ["C", "C", "C", "C", "C", "C", "C", "C", "C", "C", "O", "O", "H", "H", "H", "H", "H", "H", "H", "H"],
  "xyz": [[0.10096, -2.25797, 0.82323], [0.07169, -1.44586, 1.85273], [0.64353, -2.03363, -0.52391], [0.62646, -0.88495, -1.19785], [0.80367, -0.19446, 1.69655], [-0.41842, 1.46727, -1.54461], [0.14102, 0.48690, -0.60605], [0.40919, 0.56752, 0.64851], [-0.94688, 2.60512, -1.18913], [-1.35037, 2.96373, 0.20692], [-2.49419, 3.13479, 0.47865], [-0.33649, 3.12193, 1.13225], [-0.11508, -3.31475, 1.08190], [-0.08888, -1.98702, 2.88296], [0.91163, -2.95673, -1.05328], [0.90637, -0.63373, -2.21249], [1.41918, 0.04562, 2.53479], [-0.45293, 1.02545, -2.59669], [-1.25824, 3.29924, -1.97198], [-0.79123, 3.30158, 1.97937]],
  "e_homo_ev": [-5.94, -9.16],
  "e_tot_ha": -536.10106,
  "molar_mass_g_mol": 160.17,
  "e_above_lowest_ev": 1.662,
  "max_force_ev_per_a": 5.167,
  "lumo_energy_ev": [0.43, -1.72],
  "spin_multiplicity": 3,
  "charge": 0
}


[12]
{
  "formula": "C10H8O3",
  "method": "wB97M-V/def2-TZVPD",
  "species": ["O", "C", "C", "C", "O", "C", "O", "C", "C", "C", "C", "C", "C", "H", "H", "H", "H", "H", "H", "H", "H"],
  "xyz": [[-1.48310, -1.82812, 0.55222], [-0.61761, -1.06698, 0.12379], [0.30143, -1.40672, -0.85639], [0.66661, -2.87932, -1.04615], [1.38403, -3.19019, 0.18217], [1.25873, -0.59735, -1.45638], [1.31336, 0.61870, -1.10071], [0.27354, 1.15739, -0.34590], [0.39219, 2.52949, -0.12435], [-0.34182, 3.13428, 0.87519], [-1.28718, 2.35271, 1.61159], [-1.52404, 1.03629, 1.23423], [-0.66664, 0.40640, 0.32752], [-0.11805, -3.61777, -1.20443], [1.44639, -2.96620, -1.85971], [0.68398, -3.13436, 0.80664], [1.98673, -1.11429, -2.11485], [0.85293, 3.10546, -0.86042], [-0.25494, 4.16202, 1.35986], [-1.99252, 2.98439, 2.27196], [-2.27402, 0.31418, 1.62413]],
  "e_homo_ev": -9.05,
  "e_tot_ha": -611.50792,
  "molar_mass_g_mol": 176.17,
  "e_above_lowest_ev": 2.176,
  "smiles": "O=c1c(CO)coc2ccccc12",
  "max_force_ev_per_a": 5.532,
  "lumo_energy_ev": -0.17,
  "charge": 0
}